# 1
Molecular formula: C2H3Cl2OPS3
Method: DFT, ωB97M-V/def2-TZVPD

```
12
Properties=species:S:1:pos:R:3
C 1.45981 1.34021 -0.48379
C 1.57142 -0.10852 -0.19484
O -2.45756 0.70816 0.80036
P -1.57028 -0.41829 -0.08440
S 0.35880 -0.60015 1.08658
S -2.54731 -2.19743 0.56776
S 2.23445 2.35002 0.44850
Cl 3.07792 -0.68599 0.45425
Cl 1.31569 -0.93852 -1.80282
H 0.79974 1.74979 -1.37690
H -2.53914 1.64961 0.62297
H -1.70355 -2.84889 -0.03766
```

Output
HOMO   -9.07 eV
Kohn-Sham gap   8.16 eV
Calculated total energy   -2609.5239 hartree

natural (NBO) population analysis, charges in e, atoms 1 to 2: C -0.41; C -0.28

=====

# 2
Molecular formula: C23H57B2F4HfN10O4SSi4Te
Method: DFT, ωB97M-V/def2-TZVPD

```
107
Properties=species:S:1:pos:R:3
Hf 0.09502 2.04119 -1.64961
C -1.16840 -0.93060 -5.08455
C -0.81953 0.23642 -4.23394
N -0.48518 0.18281 -3.00139
O -0.46999 -1.04351 -2.40593
B 0.31185 -1.00010 -1.16385
F -0.19516 0.32066 -0.49661
F 0.06650 -2.06395 -0.38460
O 1.73551 -0.74430 -1.33654
N 1.90327 0.49157 -1.88862
C 3.01849 0.74358 -2.46062
C 4.15763 -0.19992 -2.57886
C 3.07505 2.12860 -3.02905
N 1.97512 2.76013 -2.88973
O 1.95573 4.04787 -3.33406
B 0.62408 4.53123 -3.51293
F 0.49394 5.83538 -3.59702
F -0.03817 4.04840 -1.93249
O -0.26908 3.77885 -4.34747
N -0.34341 2.47553 -3.95879
C -0.77772 1.62362 -4.80022
C -1.18183 1.90908 -6.20095
C 4.28042 2.70902 -3.67232
H -1.19778 -1.84421 -4.50061
H -0.42555 -1.04156 -5.87806
H -2.13109 -0.77314 -5.57283
H 3.89778 -1.17001 -2.16959
H 5.02432 0.19573 -2.04492
H 4.44545 -0.31109 -3.62592
H -1.06967 2.96342 -6.43238
H -2.21966 1.60984 -6.36135
H -0.57128 1.32482 -6.89226
H 5.11727 2.01834 -3.66825
H 4.56145 3.62767 -3.15390
H 4.05179 2.99358 -4.70116
N -0.70384 2.81783 0.54371
N 0.00356 3.88927 1.12311
C 1.33431 3.92128 0.96959
N 2.01389 4.89541 1.55200
S 2.10647 2.68918 0.08806
H -1.66435 3.10811 0.37923
H -0.71771 2.03512 1.20277
H -0.51467 4.59370 1.62658
H 1.58023 5.60730 2.12021
H 3.00764 4.95955 1.39933
C -1.81798 -3.90280 5.30926
Si -1.60794 -2.93855 3.73236
C -2.13902 -3.88909 2.21177
C -2.36159 -1.23410 3.79453
Si 0.71446 -2.69476 3.29857
Te 1.48583 -0.47708 2.59704
Si 2.21824 -0.44729 5.08440
C 1.27870 0.96464 5.83154
C 4.05645 -0.26007 5.13399
C 1.68028 -2.06484 5.88476
Si 2.24464 -4.48163 2.94213
C 1.76732 -5.89090 4.05519
C 3.97426 -3.85089 3.21504
C 1.88932 -4.80799 1.13678
H -2.87378 -4.14922 5.44758
H -1.50239 -3.33503 6.18619
H -1.26234 -4.84215 5.29129
H -3.22348 -4.02656 2.22654
H -1.68975 -4.88407 2.18176
H -1.87676 -3.36937 1.28703
H -3.43037 -1.30408 4.01125
H -2.23567 -0.72209 2.83776
H -1.90625 -0.61729 4.57176
H 1.53104 1.90588 5.34023
H 1.53621 1.06182 6.88987
H 0.20077 0.81528 5.75626
H 4.36927 0.66807 4.65323
H 4.55891 -1.08773 4.63425
H 4.39834 -0.23143 6.17240
H 0.61277 -2.31133 5.79309
H 1.82187 -1.93504 6.96496
H 2.29352 -2.92716 5.61713
H 1.84612 -5.63023 5.11223
H 2.43852 -6.73522 3.87745
H 0.75040 -6.23676 3.86061
H 4.22053 -3.75004 4.27303
H 4.13663 -2.89352 2.71624
H 4.68239 -4.56727 2.78976
H 0.86213 -5.13827 0.96967
H 2.54945 -5.60854 0.79111
H 2.07541 -3.93060 0.51445
C -4.09463 -0.51903 -2.86623
N -3.47140 0.42662 -1.94906
C -3.21436 -0.10546 -0.61790
C -3.21600 1.70974 -2.28041
N -2.15357 2.33836 -1.75725
N -4.03887 2.32597 -3.14447
C -3.67510 3.59597 -3.77056
C -5.47484 2.02531 -3.19884
H -3.50053 -1.43499 -2.86681
H -4.11374 -0.11145 -3.87345
H -5.11319 -0.77379 -2.56850
H -4.14586 -0.50909 -0.21573
H -2.86756 0.68736 0.03785
H -2.47421 -0.90378 -0.64929
H -2.26458 3.34443 -1.86103
H -2.60823 3.64884 -3.96945
H -3.97180 4.44479 -3.14793
H -4.20627 3.67621 -4.71725
H -5.75564 1.35282 -2.39444
H -5.75521 1.58900 -4.15717
H -6.02359 2.95781 -3.06989
```

Output
HOMO   -14.70 eV
Kohn-Sham gap   6.61 eV
Relative energy (zero: lowest compared OMol25 entry of this formula, charge and spin)   0.0 kcal/mol
Total charge   +3
Calculated total energy   -4080.1690 hartree

Mulliken population analysis, charges in e, atoms 1 to 2: Hf 1.47; C -2.21

=====

# 3
Molecular formula: C44H62F8N11O17S8
Method: DFT, ωB97M-V/def2-TZVPD

```
150
Properties=species:S:1:pos:R:3
C -2.15133 4.09006 9.25007
N -1.59456 2.76436 8.77582
C -2.00975 2.15196 7.60523
C -1.42794 1.00490 7.20796
C -0.40021 0.38509 7.92238
C -0.08679 0.98006 9.15677
C -0.65175 2.15485 9.55097
C 0.36233 -0.71164 7.21095
C -0.15593 -2.02182 7.07592
C 0.37300 -2.90802 6.21505
N 1.41761 -2.56244 5.41350
C 1.94019 -1.31086 5.52884
C 1.43018 -0.40101 6.42066
C 2.01391 -3.61321 4.57291
H -3.21697 4.06792 8.94879
H -1.62611 4.95770 8.85385
H -2.09786 4.03974 10.35235
H -2.70780 2.72151 7.03592
H -1.72810 0.62273 6.27945
H 0.57772 0.45630 9.78905
H -0.32591 2.72386 10.48993
H -1.12155 -2.29910 7.41665
H 0.01353 -3.92495 6.10131
H 2.58979 -1.01225 4.68897
H 1.84085 0.59852 6.47709
H 2.48741 -4.25631 5.29261
H 2.65340 -3.14984 3.79608
H 1.18811 -4.16682 4.08411
C 3.16209 -0.56613 -5.10806
N 3.92921 -1.67290 -4.43373
C 4.04814 -2.86489 -5.06371
C 4.55771 -3.89581 -4.35371
C 5.06350 -3.71557 -3.06910
C 5.04610 -2.45723 -2.51547
C 4.33307 -1.43071 -3.23286
C 5.44856 -4.98370 -2.29548
C 4.48214 -5.94335 -1.95412
C 4.82725 -6.82463 -0.90970
N 6.06559 -6.83474 -0.33659
C 7.01597 -5.99017 -0.82383
C 6.74672 -5.09078 -1.81332
C 6.36129 -7.81798 0.77984
H 2.35960 -0.34671 -4.43489
H 2.78182 -1.07992 -6.01230
H 3.76026 0.35839 -5.31528
H 3.58381 -3.02835 -6.02472
H 4.46205 -4.85176 -4.81312
H 5.49816 -2.09915 -1.65718
H 4.34855 -0.37532 -2.88672
H 3.50349 -5.92360 -2.30163
H 4.07695 -7.47121 -0.55315
H 8.00421 -6.08989 -0.38473
H 7.56772 -4.50668 -2.30605
H 6.43645 -7.23244 1.68609
H 7.33616 -8.27028 0.53420
H 5.67050 -8.63582 0.88365
C 1.19233 7.87633 -5.06026
N 0.47426 7.24961 -3.93879
C 1.24805 6.61471 -3.07527
C 0.74324 5.89800 -2.00129
C -0.62936 5.85779 -1.85870
C -1.42465 6.55443 -2.69727
C -0.88759 7.23396 -3.72792
C -1.22219 5.00746 -0.82270
C -1.65654 3.77219 -1.23308
C -2.27404 2.99540 -0.25527
N -2.43157 3.46271 1.02069
C -2.03590 4.67527 1.36246
C -1.34653 5.46665 0.48695
C -3.12671 2.53284 2.06412
H 0.60627 7.91554 -5.96265
H 2.17137 7.30867 -5.27662
H 1.40025 8.92076 -4.89207
H 2.31788 6.60522 -3.32784
H 1.40041 5.30422 -1.37389
H -2.51731 6.46477 -2.62551
H -1.54813 7.91726 -4.27341
H -1.51843 3.52526 -2.29672
H -2.67517 2.02624 -0.53032
H -2.31181 4.96924 2.40432
H -1.09174 6.41916 0.86865
H -2.53057 1.64773 2.15697
H -4.10611 2.25708 1.63424
H -3.04120 3.07369 2.99836
C -2.06882 -0.90961 -4.36187
C -3.43484 -1.50263 -4.72044
N -4.05711 -2.26071 -3.51756
C -5.04683 -3.23522 -4.08594
C -3.07808 -3.10656 -2.76301
C -2.27533 -4.18366 -3.47043
C -4.77151 -1.26097 -2.55119
C -5.64246 -0.20964 -3.12623
O -4.90402 0.79966 -3.72435
C -5.64607 1.92200 -4.11559
H -2.15065 -0.18606 -3.57895
H -1.73503 -0.33106 -5.23299
H -1.33424 -1.67525 -4.03571
H -3.35377 -2.23213 -5.52688
H -4.07405 -0.71725 -5.18080
H -5.63689 -3.71982 -3.31371
H -4.49193 -4.01690 -4.58861
H -5.71496 -2.92700 -4.91906
H -3.69076 -3.48242 -1.90286
H -2.45769 -2.46448 -2.18654
H -2.19720 -3.99095 -4.58864
H -2.73492 -5.11703 -3.38272
H -1.30371 -4.31096 -3.09072
H -3.98420 -0.88242 -1.97160
H -5.50743 -1.93059 -2.02289
H -6.16639 0.21285 -2.27951
H -6.36756 -0.66982 -3.83017
H -6.06409 2.54296 -3.27657
H -6.52379 1.69831 -4.71674
H -4.99673 2.60593 -4.65792
N 2.28709 -3.77968 -0.94680
S 2.33849 -3.82493 0.63450
O 2.88802 -2.62766 1.19449
O 2.85552 -5.11446 0.98375
F 0.79380 -3.98865 1.04708
S 1.40719 -2.90920 -1.78215
O 0.20815 -2.59629 -1.10066
O 1.31165 -3.33151 -3.14073
F 2.34121 -1.61371 -1.90166
N 0.06162 3.54456 4.17153
S 0.92697 2.82302 3.13008
O 0.19280 2.83713 1.89287
O 1.63984 1.65841 3.53241
F 2.12430 3.89221 2.94638
S 0.19308 3.67710 5.71223
O 0.96743 2.64436 6.34628
O -1.07784 3.95978 6.31304
F 1.04773 4.97323 5.98445
N 0.10606 3.19368 -3.76783
S 1.08088 2.11749 -3.29193
O 2.35232 2.32704 -3.93122
O 0.63082 0.76866 -3.31959
F 1.32067 2.39552 -1.84938
S 0.13408 3.92859 -5.10380
O -0.83796 4.99421 -5.08310
O 0.34775 3.16962 -6.27650
F 1.62873 4.59042 -5.02897
N -2.59911 -0.98268 2.40012
S -2.69368 -1.90653 1.14016
O -1.81093 -3.00437 1.08476
O -2.76387 -1.06162 -0.06311
F -4.10819 -2.50448 1.31628
S -1.58412 -1.11196 3.54152
O -0.90267 -2.39715 3.61770
O -2.09523 -0.51365 4.72431
F -0.54259 0.02274 3.02899
```

Output
HOMO   -14.78 eV
Kohn-Sham gap   8.11 eV
Total charge   +3
Calculated total energy   -7578.6991 hartree

Mulliken population analysis, charges in e, atoms 1 to 2: C -0.95; N 0.17

=====

# 4
Molecular formula: C47H33ClN4O2Pt
Method: DFT, ωB97M-V/def2-TZVPD

```
88
Properties=species:S:1:pos:R:3
Pt 0.08959 0.02667 0.02015
C 5.08432 4.43700 3.17762
C 4.80103 4.17289 1.84334
C 4.01619 3.08799 1.50306
C 3.47010 2.24306 2.48806
C 3.80901 2.49587 3.82072
C 4.60269 3.58153 4.15649
C 2.51849 1.21800 2.03201
C 1.22106 1.11741 2.61789
C 0.81672 1.54873 3.91836
C -0.52888 1.33298 4.02107
C -0.95975 0.78990 2.77875
C -2.30505 0.61501 2.40647
C -3.33983 0.93109 3.43064
C -3.88582 2.21306 3.46659
C -4.84130 2.54335 4.41489
C -5.26252 1.59452 5.33625
C -4.72150 0.31801 5.30588
C -3.76109 -0.01280 4.35993
C -2.73431 0.37053 1.10802
N -1.92581 0.17049 0.02846
C -2.72143 0.13593 -1.08314
C -2.29167 -0.01476 -2.39396
C -3.31915 0.05720 -3.46816
C -3.52803 1.23653 -4.17389
C -4.48549 1.28681 -5.17722
C -5.23731 0.16170 -5.48257
C -5.03270 -1.01711 -4.77899
C -4.07844 -1.06954 -3.77473
C -0.98246 -0.35518 -2.77792
C -0.58329 -0.79270 -4.07183
C 0.67865 -1.30174 -3.94477
C 1.06559 -1.15194 -2.57446
N 0.06435 -0.54110 -1.90600
C 2.32594 -1.53873 -2.03078
C 2.86320 -0.87952 -0.88297
C 4.21031 -0.81882 -0.44577
C 4.24449 0.00102 0.65937
C 2.91613 0.42225 0.90967
N 2.09761 -0.12522 -0.02627
C 3.02338 -2.64821 -2.69384
C 4.37185 -2.62712 -3.06338
C 4.97423 -3.73914 -3.62903
C 4.24761 -4.90086 -3.84329
C 2.89863 -4.92907 -3.51398
C 2.29297 -3.81884 -2.95329
C -4.10018 0.29181 -0.67672
C -4.10985 0.40742 0.66690
N 0.13431 0.62508 1.96053
H 5.68058 5.29879 3.44700
H 5.17863 4.82333 1.06452
H 3.77676 2.89265 0.46587
H 3.49001 1.80886 4.59233
H 4.84743 3.76377 5.19547
H 1.44748 1.96491 4.68120
H -1.16325 1.55582 4.86237
H -3.55109 2.94898 2.74475
H -5.25703 3.54269 4.43696
H -6.01183 1.84742 6.07518
H -5.04859 -0.42431 6.02294
H -3.33635 -1.00912 4.33645
H -2.94166 2.11429 -3.92915
H -4.64531 2.20809 -5.72287
H -5.98409 0.20479 -6.26482
H -5.61674 -1.89782 -5.01436
H -3.90945 -1.98399 -3.21833
H -1.19046 -0.73530 -4.96015
H 1.30517 -1.72700 -4.71092
H 5.05096 -1.31547 -0.89174
H 5.09847 0.26869 1.25946
H 4.94114 -1.71415 -2.96333
H 6.01740 -3.69136 -3.91495
H 4.72199 -5.77722 -4.26511
H 2.31786 -5.82577 -3.68993
H 1.24392 -3.85463 -2.68416
H -4.94757 0.28542 -1.34181
H -4.95748 0.52298 1.32164
Cl -1.12023 3.00446 -0.98759
C 0.35695 2.12071 -0.59241
H 0.84629 2.63857 0.23046
H 0.99153 2.11537 -1.47561
C 1.02250 -3.75084 1.67534
O 0.92234 -2.34784 1.37113
C -0.02853 -1.99760 0.49979
O -0.81914 -2.76814 0.01612
H 1.81297 -3.83234 2.41442
H 1.27580 -4.30804 0.77424
H 0.08004 -4.12108 2.07539
```

Output
HOMO (alpha / beta)   -5.57 / -7.57 eV
Kohn-Sham gap (alpha / beta)   5.03 / 4.23 eV
Spin multiplicity   5
Calculated total energy   -2759.7554 hartree

Mulliken population analysis, charges in e, atoms 1 to 2: Pt 0.36; C -0.41

=====

# 5
Molecular formula: C3H13N2
Method: DFT, ωB97M-V/def2-TZVPD

```
18
Properties=species:S:1:pos:R:3
C 2.30447 -0.19868 -0.46554
N 1.54307 0.38766 0.68028
H 3.35820 0.03741 -0.37715
H 2.15294 -1.27239 -0.46849
H 1.92332 0.23789 -1.38223
H 1.71792 1.38782 0.74920
H 1.87409 -0.02452 1.55208
H 0.40381 0.15745 0.58723
C -1.69598 1.15401 -0.16583
N -1.08645 -0.02052 0.48117
C -1.33073 -1.27094 -0.26576
H -1.25268 1.27743 -1.15166
H -2.77464 1.02105 -0.26994
H -1.52858 2.03409 0.45218
H -1.46743 -0.14091 1.41604
H -0.85308 -1.18559 -1.24049
H -2.39581 -1.46632 -0.39420
H -0.89245 -2.11495 0.26312
```

Output
HOMO   -14.32 eV
Kohn-Sham gap   11.19 eV
Relative energy (zero: lowest compared OMol25 entry of this formula, charge and spin)   20.0 kcal/mol
Total charge   +1
Calculated total energy   -231.3645 hartree

natural (NBO) population analysis, charges in e, atoms 1 to 2: C -0.42; N -0.73

=====

Going through the records in order, we get strongest force on any atom values of 4.53 0.82 5.72 1.03 0.54 eV/Å.